No. 1
Computed, not measured: a cluster of 7 separate species, C31H45F18N2O14 in total, with ωB97M-V with the def2-TZVPD basis set.

As for the charge: -1. The calculation puts the frontier orbital gap at 5.10 eV.

Atoms and positions in Å:
F 5.27 6.47 -2.48
F -2.72 1.57 -5.95
F -0.94 3.22 10.81
F -0.60 1.98 -5.62
F -2.41 1.82 3.18
F 3.62 7.69 -1.74
F -0.50 2.66 8.75
F -1.86 1.35 -3.96
F -6.24 -6.30 -5.35
F 1.66 -3.00 -7.07
F -6.31 -7.14 -7.35
F 0.92 2.18 10.34
F -4.49 -6.18 -6.64
F -2.23 3.17 1.48
F 0.81 -2.78 -9.07
F 2.92 -2.37 -8.74
F -0.60 3.01 2.93
F 3.32 6.39 -3.47
O 1.04 5.08 10.89
O 2.21 5.53 -0.87
O 3.77 -2.84 7.52
O -7.70 -4.80 -7.45
O 1.10 4.96 8.60
O 4.15 4.32 -1.06
O 2.18 -4.91 -10.06
O 2.58 -5.53 -7.88
O 4.72 -1.05 6.20
O -1.35 -0.56 -6.94
O -0.28 1.68 0.30
O -0.88 -0.03 1.71
O -5.67 -3.73 -7.31
O -0.94 -1.17 -4.77
N 3.26 -0.74 9.61
N 4.30 1.02 8.29
C 2.52 -6.24 -10.49
C 0.35 -0.53 5.60
C 1.34 -7.18 -10.31
C 3.92 6.46 -2.25
C 1.61 0.41 6.10
C 3.95 -1.41 7.26
C -5.85 -6.08 -6.63
C 0.07 3.15 9.89
C 2.15 4.66 1.40
C 1.66 4.50 -0.03
C 1.75 6.33 10.84
C 1.91 -3.22 -8.40
C -1.61 1.13 -5.28
C -2.18 -2.83 -7.19
C 0.78 4.49 9.69
C -0.57 0.04 -1.46
C 0.79 7.47 10.54
C 3.49 5.32 -1.33
C 1.89 0.39 7.71
C -0.89 1.17 1.42
C 0.61 -2.14 5.72
C 3.35 -0.18 8.18
C -8.30 -3.59 -7.92
C -1.53 2.28 2.24
C -1.27 -0.33 -5.59
C -1.00 -1.89 -7.37
C -8.06 -3.41 -9.40
C 0.66 -0.32 8.59
C -6.35 -4.74 -7.17
C 2.25 -4.68 -8.71
C 0.41 0.74 -0.54
H 2.77 -6.17 -11.55
H 1.57 -8.17 -10.71
H -1.29 -0.56 -0.89
H 1.71 -2.46 5.95
H -7.95 -2.73 -7.34
H -0.04 -0.62 -2.15
H 1.31 1.52 5.79
H 1.67 3.93 2.06
H 3.24 4.53 1.46
H 3.41 -6.60 -9.96
H 4.21 -1.09 9.87
H -0.07 -2.54 6.61
H 1.31 8.44 10.57
H 3.04 0.08 10.22
H 0.22 -0.30 4.44
H -2.44 -2.93 -6.13
H 2.57 6.29 10.11
H -6.99 -3.30 -9.62
H -0.11 -2.25 -6.85
H 1.13 1.31 -1.13
H 2.53 0.13 5.43
H -0.03 7.49 11.26
H 1.86 1.53 8.06
H 1.89 3.51 -0.43
H 0.34 7.36 9.55
H 0.98 0.03 0.06
H -8.39 -4.30 -9.96
H -9.38 -3.68 -7.73
H -3.07 -2.44 -7.70
H 0.26 -2.76 4.77
H 0.46 -6.79 -10.82
H -8.58 -2.53 -9.78
H 5.27 0.63 8.27
H 1.93 5.67 1.77
H -1.15 0.77 -2.03
H 0.57 4.62 -0.06
H 2.20 6.48 11.82
H -0.41 0.00 8.23
H -0.75 -1.82 -8.44
H -0.69 -0.20 6.08
H 4.13 1.70 7.52
H 0.75 0.07 9.71
H 0.85 -1.48 8.56
H 1.08 -7.29 -9.25
H -1.95 -3.82 -7.59

***

No. 2
Computed, not measured: a structure of composition C31H45F4N2Sb2SeSiV, with ωB97M-V with the def2-TZVPD basis set.

As for the charge: -1. Its expectation value of S² is 3.765. The calculation puts the frontier orbital gap (alpha / beta) at 6.01 / 7.15 eV. For the relative energy (zero: lowest compared OMol25 entry of this formula, charge and spin), the calculation gives 10.54 kcal per mole. As for the spin multiplicity: 4.

Atoms and positions in Å:
Sb 1.16 2.35 -0.83
Sb -0.63 0.86 1.99
Se -1.75 -0.29 -1.50
V 0.05 -1.20 -0.02
Si -1.56 -0.40 -3.72
F -2.48 -6.51 3.20
F -4.76 -2.55 2.07
F -0.21 -5.47 2.55
F -2.51 -1.42 1.43
N 2.26 -1.12 1.34
N -0.08 -2.72 1.39
C 3.37 -0.48 0.66
C -1.30 -4.68 2.37
C 0.10 3.89 2.45
C -2.45 -2.72 1.79
C 2.53 2.88 -2.40
C -0.12 5.82 1.03
C 0.88 -3.57 -1.83
C 2.37 -2.58 1.17
C 1.00 -2.18 -1.59
C -3.14 0.27 -4.43
C -3.71 -4.59 2.63
C -0.54 3.33 -1.70
C 0.61 2.51 2.77
C 1.89 -1.54 -2.48
C -2.40 1.94 1.48
C 1.57 -4.25 -2.83
C -3.64 -3.30 2.16
C -0.18 0.65 -4.42
C -1.30 0.26 3.94
C 2.26 -0.80 2.76
C -1.09 6.36 1.86
C 2.60 -2.20 -3.48
C -1.32 -2.14 -4.32
C 1.61 4.12 0.40
C -0.86 4.46 3.29
C 0.51 4.60 1.31
C 2.45 -3.57 -3.67
C 1.20 -3.35 1.74
C -1.45 5.68 3.01
C -2.51 -5.25 2.73
C -1.19 -3.37 1.82
H -2.20 6.09 3.68
H -1.36 -2.19 -5.42
H -1.17 3.70 -0.90
H -3.18 0.15 -5.52
H -3.21 1.52 2.08
H 3.32 -0.70 -0.41
H 2.99 -4.10 -4.44
H 1.31 -4.37 1.37
H 3.22 2.06 -2.60
H 1.35 -1.17 3.23
H 4.34 -0.84 1.05
H 1.86 4.90 -0.32
H -1.16 3.91 4.18
H -0.33 0.78 -5.50
H -0.19 4.17 -2.31
H 0.18 6.35 0.14
H 3.29 -2.95 1.67
H -1.11 2.61 -2.29
H 3.27 -1.65 -4.13
H 3.13 -1.25 3.27
H 2.51 3.88 0.96
H -1.95 -0.61 3.82
H 1.62 2.34 2.41
H 0.21 -4.15 -1.20
H 2.48 -2.77 0.11
H -2.61 1.77 0.43
H -4.65 -5.06 2.91
H 0.78 0.17 -4.26
H 3.33 0.60 0.80
H -1.55 7.31 1.61
H -2.31 3.00 1.69
H -3.24 1.34 -4.19
H 1.96 3.10 -3.30
H -4.00 -0.24 -3.99
H 2.04 -0.46 -2.40
H 1.30 -3.42 2.83
H -0.34 -2.51 -3.99
H -2.09 -2.79 -3.90
H 0.60 2.33 3.85
H -0.17 1.64 -3.96
H 1.42 -5.32 -2.95
H -0.46 0.00 4.58
H 3.09 3.76 -2.09
H 2.30 0.28 2.90
H -1.87 1.08 4.39

***

No. 3
Computed, not measured: a cluster of 4 separate species, C31H45F4OP in total, with ωB97M-V with the def2-TZVPD basis set.

As for the structure (SMILES): COCCCCCCCCC[PH3]CCCF.Fc1ccccc1.Fc1ccccc1.Fc1ccccc1. The calculation puts the frontier orbital gap at 8.90 eV.

Atoms and positions in Å:
P -3.27 0.85 0.16
F 4.92 -3.59 4.24
F -8.34 0.08 -0.27
F -1.51 5.76 -0.98
F -4.13 -2.23 -2.90
O 6.00 -0.71 1.02
C -1.07 6.83 1.07
C -1.28 7.91 1.93
C -1.73 6.79 -0.16
C -4.24 -3.54 -2.60
C 4.05 -0.07 -1.25
C 5.53 -4.55 3.53
C -5.17 -3.95 -1.65
C -1.31 3.03 -0.49
C 1.15 2.20 -1.44
C -0.51 2.18 -1.64
C -1.93 2.14 0.74
C 6.08 -6.87 3.21
C -7.23 -0.92 -0.43
C 5.81 0.73 0.68
C -2.83 8.87 0.34
C 6.89 -5.20 1.65
C 3.30 0.79 -2.45
C 6.80 -6.53 2.06
C 5.15 -1.09 2.18
C -2.17 8.93 1.56
C -2.61 7.80 -0.53
C 5.45 -5.87 3.95
C 4.33 0.99 -0.02
C 6.24 -4.20 2.38
C 1.69 0.82 -2.15
C -5.92 -0.51 0.52
C -4.49 -0.56 -0.29
C -4.46 -6.23 -1.98
C -3.52 -5.81 -2.93
C -5.28 -5.30 -1.34
C -3.41 -4.46 -3.24
H 3.48 0.87 0.80
H 1.41 -0.07 -1.44
H -4.25 1.54 0.98
H 3.79 1.83 -2.67
H 4.62 -2.13 1.93
H -1.06 1.61 1.35
H -0.68 3.94 -0.05
H -3.97 -1.59 -0.02
H 1.15 0.75 -3.20
H -0.76 7.96 2.88
H 7.30 -7.30 1.48
H -3.11 1.25 -1.22
H 1.60 3.12 -2.01
H 1.39 2.31 -0.30
H -4.73 -0.59 -1.45
H 7.45 -4.93 0.76
H -0.82 1.05 -1.59
H -6.19 0.53 0.99
H 4.34 -0.29 2.46
H 4.89 -6.11 4.85
H 6.29 -3.16 2.08
H 5.83 -1.27 3.12
H -0.39 6.03 1.34
H -3.53 9.66 0.05
H 6.61 0.98 -0.15
H -3.11 7.75 -1.49
H 5.05 -0.52 -1.69
H -2.54 2.90 1.43
H -2.34 9.76 2.24
H -6.01 -5.63 -0.61
H -6.93 -0.96 -1.58
H -2.70 -4.11 -3.98
H 4.33 2.07 -0.51
H -5.79 -3.21 -1.16
H 6.02 -7.90 3.52
H -5.89 -1.31 1.39
H -0.73 2.62 -2.70
H -2.88 -6.53 -3.42
H 3.44 0.13 -3.44
H -2.25 3.54 -1.03
H -4.55 -7.29 -1.74
H 5.89 1.40 1.64
H 3.38 -0.99 -0.90
H -7.63 -2.00 -0.12
H -2.38 -0.19 0.70

***

Repeat the second record exactly.
Computed, not measured: a structure of composition C31H45F4N2Sb2SeSiV, with ωB97M-V with the def2-TZVPD basis set.

As for the charge: -1. Its expectation value of S² is 3.765. The calculation puts the frontier orbital gap (alpha / beta) at 6.01 / 7.15 eV. For the relative energy (zero: lowest compared OMol25 entry of this formula, charge and spin), the calculation gives 10.54 kcal per mole. As for the spin multiplicity: 4.

Atoms and positions in Å:
Sb 1.16 2.35 -0.83
Sb -0.63 0.86 1.99
Se -1.75 -0.29 -1.50
V 0.05 -1.20 -0.02
Si -1.56 -0.40 -3.72
F -2.48 -6.51 3.20
F -4.76 -2.55 2.07
F -0.21 -5.47 2.55
F -2.51 -1.42 1.43
N 2.26 -1.12 1.34
N -0.08 -2.72 1.39
C 3.37 -0.48 0.66
C -1.30 -4.68 2.37
C 0.10 3.89 2.45
C -2.45 -2.72 1.79
C 2.53 2.88 -2.40
C -0.12 5.82 1.03
C 0.88 -3.57 -1.83
C 2.37 -2.58 1.17
C 1.00 -2.18 -1.59
C -3.14 0.27 -4.43
C -3.71 -4.59 2.63
C -0.54 3.33 -1.70
C 0.61 2.51 2.77
C 1.89 -1.54 -2.48
C -2.40 1.94 1.48
C 1.57 -4.25 -2.83
C -3.64 -3.30 2.16
C -0.18 0.65 -4.42
C -1.30 0.26 3.94
C 2.26 -0.80 2.76
C -1.09 6.36 1.86
C 2.60 -2.20 -3.48
C -1.32 -2.14 -4.32
C 1.61 4.12 0.40
C -0.86 4.46 3.29
C 0.51 4.60 1.31
C 2.45 -3.57 -3.67
C 1.20 -3.35 1.74
C -1.45 5.68 3.01
C -2.51 -5.25 2.73
C -1.19 -3.37 1.82
H -2.20 6.09 3.68
H -1.36 -2.19 -5.42
H -1.17 3.70 -0.90
H -3.18 0.15 -5.52
H -3.21 1.52 2.08
H 3.32 -0.70 -0.41
H 2.99 -4.10 -4.44
H 1.31 -4.37 1.37
H 3.22 2.06 -2.60
H 1.35 -1.17 3.23
H 4.34 -0.84 1.05
H 1.86 4.90 -0.32
H -1.16 3.91 4.18
H -0.33 0.78 -5.50
H -0.19 4.17 -2.31
H 0.18 6.35 0.14
H 3.29 -2.95 1.67
H -1.11 2.61 -2.29
H 3.27 -1.65 -4.13
H 3.13 -1.25 3.27
H 2.51 3.88 0.96
H -1.95 -0.61 3.82
H 1.62 2.34 2.41
H 0.21 -4.15 -1.20
H 2.48 -2.77 0.11
H -2.61 1.77 0.43
H -4.65 -5.06 2.91
H 0.78 0.17 -4.26
H 3.33 0.60 0.80
H -1.55 7.31 1.61
H -2.31 3.00 1.69
H -3.24 1.34 -4.19
H 1.96 3.10 -3.30
H -4.00 -0.24 -3.99
H 2.04 -0.46 -2.40
H 1.30 -3.42 2.83
H -0.34 -2.51 -3.99
H -2.09 -2.79 -3.90
H 0.60 2.33 3.85
H -0.17 1.64 -3.96
H 1.42 -5.32 -2.95
H -0.46 0.00 4.58
H 3.09 3.76 -2.09
H 2.30 0.28 2.90
H -1.87 1.08 4.39